154
Properties=species:S:1:pos:R:3:forces:R:3:lowdin_charge:R:1 method="wB97M-V/def2-TZVPD" mol_weight_g_mol=1062.36 gap_ev=1.9 lumo_ev=-10.45 total_charge=+5
C 0.956332 -0.529731 0.692824 -0.3 -0.5 0.2 -0.1140
C 0.285192 0.828199 0.802924 -0.1 1.1 2.0 -0.7198
C -1.131248 0.773189 0.258194 0.9 0.0 -1.1 -0.1024
O 0.284172 1.402489 2.078524 0.4 -0.9 -0.7 -0.3599
H 0.282342 -1.284241 1.098454 -0.1 -0.2 0.2 0.0594
H 1.885402 -0.597371 1.258814 0.1 0.2 0.0 0.0437
H 1.135132 -0.809391 -0.345406 0.1 0.0 -0.2 0.0551
H 0.802412 1.485459 0.103924 0.6 0.5 -0.5 0.0863
H -1.000428 0.540739 -0.798666 -0.4 -0.4 -0.4 0.0569
H -1.478058 1.806429 0.242864 -0.7 -0.3 0.6 0.0624
H -1.723948 -0.010481 0.730084 -0.3 0.5 0.2 0.0736
C 1.150002 7.838099 2.466214 0.6 -0.1 0.3 -0.0952
C 0.369492 8.455029 1.338794 -1.1 0.5 -0.7 -0.2339
C 0.450472 7.710349 -0.006136 0.3 -0.1 -0.4 -0.1278
N -0.400368 8.227379 -1.161906 -0.2 0.4 -0.8 -0.2115
C -1.960528 8.213759 -0.885216 0.0 0.7 -0.5 -0.0511
C -2.776178 8.846139 -2.060096 1.5 0.3 -0.7 -0.1460
C -2.197838 10.232739 -2.422286 1.5 0.2 0.8 -0.1457
C -0.636318 10.200649 -2.646776 -1.3 0.6 -1.3 -0.1805
C 0.159372 9.658419 -1.522446 -1.4 -1.0 0.6 -0.1006
C -0.123928 7.325639 -2.392556 -0.3 -0.7 1.3 0.0247
H 2.212002 7.940069 2.242934 0.1 -0.4 0.3 0.0835
H 0.854412 6.812439 2.686994 0.2 -0.2 -0.4 0.0820
H 0.965062 8.352649 3.409154 0.0 0.3 -0.2 0.0855
H 0.680692 9.483929 1.158164 0.3 0.0 0.2 0.1075
H -0.653608 8.557629 1.700514 -0.3 -0.2 -0.4 0.1083
H 0.337032 6.627829 0.051984 -0.6 0.0 0.3 0.1328
H 1.433232 7.820289 -0.464606 0.4 0.1 0.5 0.1270
H -2.191408 8.777139 0.018884 0.6 0.2 0.0 0.1216
H -2.249518 7.192189 -0.638276 0.3 -0.2 -0.4 0.1320
H -3.856128 8.900619 -1.922806 0.2 -0.1 0.6 0.1268
H -2.640298 8.254829 -2.965636 -0.2 -0.3 0.1 0.0961
H -2.295398 10.929899 -1.590086 -0.5 0.0 0.2 0.1147
H -2.662198 10.712099 -3.284086 -0.1 -0.3 0.0 0.1231
H -0.270878 11.212439 -2.822366 -0.2 0.2 0.1 0.1314
H -0.410648 9.706809 -3.591926 0.1 -0.3 0.0 0.1146
H 0.029882 10.275979 -0.633656 0.1 -0.1 0.0 0.1297
H 1.210922 9.574199 -1.796776 0.0 -0.3 0.3 0.1404
H -0.875628 7.421369 -3.176066 0.4 0.4 0.2 0.0948
H -0.194038 6.302099 -2.024386 -0.2 0.0 0.1 0.1016
H 0.902642 7.413189 -2.748346 -0.2 0.6 0.0 0.1137
C 0.319102 -3.189441 -7.051916 0.5 1.4 0.9 0.0284
N 0.060002 -3.995681 -8.245696 -0.1 0.9 1.3 -0.0950
C 0.069662 -3.442611 -9.450096 -0.2 -1.9 -2.3 0.0570
C -0.130718 -4.319411 -10.561026 0.4 1.3 1.1 0.0882
C -0.338588 -5.690911 -10.374866 0.0 1.8 0.3 -0.1480
C -0.363608 -6.172541 -9.079926 -0.1 0.5 0.8 0.0793
C -0.207438 -5.268731 -8.017386 0.0 -2.5 -1.1 0.0289
C -0.548468 -6.548451 -11.530776 0.8 -1.5 -0.7 -0.1397
C -1.423008 -6.261321 -12.551376 -1.4 -0.3 -0.4 0.0604
C -1.632528 -7.181661 -13.581866 1.7 -1.3 0.0 0.0716
N -0.882398 -8.321791 -13.614366 0.1 0.1 -0.2 -0.0579
C 0.071292 -8.568961 -12.681166 -0.8 -0.2 -0.8 0.0115
C 0.218572 -7.723891 -11.642256 0.2 0.9 1.1 0.0463
C -0.969068 -9.330461 -14.747206 -0.3 0.7 0.6 0.0723
H -0.582898 -2.942251 -6.492096 -0.2 -0.4 -0.2 0.1254
H 0.777272 -2.230911 -7.295636 -0.1 -0.1 -0.5 0.1076
H 1.051032 -3.652311 -6.389996 -0.3 -0.4 -0.2 0.1158
H 0.258432 -2.381471 -9.519006 0.0 -0.1 -0.1 0.1557
H -0.025878 -3.917931 -11.558126 -0.2 0.1 0.0 0.1387
H -0.516518 -7.231581 -8.933476 -0.1 0.0 0.5 0.1448
H -0.237738 -5.615411 -6.994996 0.0 0.2 0.1 0.1612
H -2.104908 -5.426781 -12.480926 0.1 0.3 -0.2 0.1452
H -2.244498 -7.088271 -14.466836 -0.5 0.4 0.3 0.1548
H 0.686962 -9.447911 -12.802836 -0.1 -0.1 -0.1 0.1617
H 0.962792 -7.953521 -10.894056 0.1 0.0 0.0 0.1430
H 0.046532 -9.405311 -15.135866 -0.3 0.0 -0.4 0.1163
H -1.717768 -8.972031 -15.453646 0.4 0.0 -0.1 0.1080
H -1.300048 -10.294181 -14.360176 0.1 0.1 0.2 0.1181
C 6.142602 1.534149 5.928664 0.4 -0.5 -0.3 0.0568
N 6.625442 0.953189 4.640374 0.6 0.6 1.1 -0.0961
C 7.816022 0.314699 4.672444 0.6 -0.3 -3.3 0.0457
C 8.418362 0.001109 3.406224 -2.0 0.2 1.1 0.0868
C 7.694202 0.297959 2.185614 2.8 -1.7 1.3 -0.1048
C 6.496812 0.949889 2.292744 -0.4 -0.3 -0.9 0.0300
C 5.969642 1.249409 3.523444 0.2 0.9 -0.6 0.0105
C 8.320272 -0.154201 0.867454 0.0 1.6 1.9 -0.1367
C 9.660112 0.091089 0.611564 1.5 0.2 -0.9 0.0569
C 10.231792 -0.152411 -0.651556 -2.3 -1.2 1.2 0.0809
N 9.380252 -0.696801 -1.593356 2.5 1.1 -0.1 -0.0742
C 8.101482 -0.903661 -1.349776 -0.8 -0.6 -0.4 -0.0029
C 7.558852 -0.682411 -0.119766 -1.2 -0.7 -0.1 0.0269
C 9.919012 -0.882121 -2.959896 -0.1 0.0 -0.7 0.0389
H 7.014642 1.829029 6.512354 -0.1 0.0 0.0 0.1107
H 5.631882 0.710449 6.427464 -0.4 0.6 0.2 0.1192
H 5.574522 2.432199 5.686004 -0.3 -0.4 0.3 0.1109
H 8.235292 0.119039 5.648314 0.2 -0.1 -0.1 0.1514
H 9.334082 -0.571461 3.401644 0.1 0.1 0.0 0.1272
H 6.007942 1.232459 1.372114 -0.4 0.2 0.2 0.1416
H 5.131382 1.926339 3.597624 -0.3 -0.4 0.2 0.1553
H 10.281732 0.481299 1.403854 0.2 0.1 -0.1 0.1350
H 11.283592 -0.090601 -0.888806 -0.1 0.3 -0.1 0.1531
H 7.479062 -1.258891 -2.157746 0.2 -0.2 -0.2 0.1603
H 6.559742 -1.019231 0.114164 -0.3 0.3 -0.4 0.1473
H 9.316212 -0.269751 -3.630516 0.1 0.0 0.0 0.1144
H 9.880302 -1.912281 -3.313966 -0.2 -0.1 0.4 0.1166
H 10.962762 -0.575761 -3.029426 -0.2 0.1 0.3 0.1095
C -4.156728 4.535479 4.576404 0.0 -0.2 0.5 0.0038
N -4.592428 3.542239 5.685884 1.7 0.4 -0.9 -0.3166
C -5.926948 4.007719 6.216184 1.0 -0.2 -0.2 0.0303
C -4.680458 2.172379 5.036554 0.3 0.0 0.3 0.0196
C -3.441118 3.598299 6.772004 -1.5 0.9 -0.5 -0.0759
C -3.498128 2.638159 7.910404 0.6 -1.1 1.1 -0.2519
O -4.756088 2.586719 8.562804 0.0 0.2 -0.8 -0.0345
H -4.180448 5.565439 4.932374 -0.3 -0.2 0.4 0.1092
H -4.827428 4.441689 3.722324 0.0 -0.2 0.2 0.1071
H -3.129208 4.361289 4.257084 -0.1 -0.5 0.1 0.1018
H -6.396408 3.126609 6.653634 -0.3 0.5 0.0 0.1098
H -6.418858 4.448649 5.349184 -0.5 -0.3 0.3 0.1086
H -5.689138 4.786299 6.940994 -0.4 -0.2 0.1 0.1127
H -5.029738 1.428439 5.752574 0.1 0.2 0.1 0.1093
H -3.691998 1.902919 4.664464 0.0 0.0 0.1 0.1123
H -5.354948 2.156479 4.180454 -0.1 0.4 0.2 0.1151
H -3.546578 4.562739 7.268824 -0.3 0.3 -0.5 0.1358
H -2.492358 3.644509 6.237394 -0.1 -0.6 0.1 0.1367
H -2.774338 3.019059 8.630924 0.3 0.3 0.0 0.1319
H -3.115878 1.632999 7.732574 -0.2 -0.2 -0.7 0.1247
H -4.718118 1.834899 9.158564 -0.2 0.0 0.2 0.1077
C -0.781048 -5.018411 4.857124 0.8 -1.2 1.0 0.0273
N -0.844188 -4.632981 6.345404 -1.5 -0.2 1.0 -0.3125
C -2.289498 -4.967071 6.789174 -0.5 1.6 -0.9 0.0053
C 0.048922 -5.462311 7.247324 0.3 -0.3 -0.4 0.0019
C -0.661988 -3.071141 6.578224 0.8 -2.7 -0.1 -0.0680
C 0.803892 -2.552351 6.418544 -2.4 -2.5 1.1 -0.2485
O 0.460182 -1.230741 6.536674 1.3 2.1 -1.1 -0.0334
H 0.242582 -5.023051 4.482604 0.0 0.9 0.1 0.0989
H -1.514698 -4.502201 4.237934 0.2 0.3 0.3 0.1194
H -0.981818 -6.089061 4.818454 -0.5 0.0 0.1 0.1105
H -2.887608 -4.375741 6.095854 -0.2 0.2 0.2 0.1024
H -2.481558 -4.606281 7.799644 0.3 -0.1 -0.1 0.1097
H -2.721678 -5.957291 6.645004 1.2 -0.5 0.0 0.1216
H 0.028892 -5.189081 8.302334 -0.3 0.8 -0.2 0.1139
H 1.085342 -5.431601 6.911154 -0.1 0.0 -0.1 0.1037
H -0.327558 -6.484951 7.271484 0.1 0.0 -0.5 0.1106
H -0.962438 -2.833321 7.598654 -0.3 -0.3 -0.2 0.1355
H -1.328438 -2.620911 5.842534 0.2 0.1 0.1 0.1354
H 1.174242 -3.006341 5.499394 0.6 0.9 -0.3 0.1209
H 1.418392 -2.829861 7.274984 0.1 -0.2 -0.2 0.1272
H 0.288272 -0.969391 5.629074 -0.2 0.9 -0.1 0.1099
C -4.421428 -4.938861 -0.529086 -2.6 0.4 0.1 -0.6622
F -4.831738 -5.483021 -1.716076 0.8 0.6 0.9 0.0918
F -3.785958 -5.815011 0.181964 0.6 -1.4 0.4 0.1509
F -3.566498 -3.942801 -0.736056 -0.1 0.5 -0.6 0.1200
S -6.005248 -4.360261 0.487814 -1.1 0.9 -1.8 0.6557
O -5.433958 -3.797181 1.695544 -0.1 -0.8 -0.4 -0.3447
O -6.700918 -3.367451 -0.346886 1.1 -2.0 0.7 -0.3349
N -6.918778 -5.802661 0.553084 1.7 2.6 -0.1 -0.3124
S -6.823998 -6.403891 2.008774 1.2 -3.4 3.0 0.6027
O -7.355758 -7.791601 2.115944 -0.4 3.3 -0.8 -0.3307
O -5.483778 -6.414201 2.633004 -1.4 1.2 -0.6 -0.3893
C -8.026258 -5.158901 3.098494 1.1 -1.2 -2.1 -0.6432
F -7.644338 -5.221551 4.346824 0.7 0.9 0.9 0.1466
F -8.136978 -3.882981 2.623164 0.5 -1.2 0.8 0.0964
F -9.196468 -5.716781 3.030894 -1.5 -0.3 -0.3 0.1524